Model w:
DFT (wB97M-V/def2-TZVPD) results for a 2-piece molecular cluster, C5H11NO3 overall.

ORCA input file:
```
! RIJCOSX wB97M-V def2-TZVPD def2/J DEFGRID3
* xyz 0 1
C 1.4047 1.4441 0.1246
C -2.0220 -0.6618 0.4910
C -0.9971 -0.4074 -1.9016
C 1.8747 -0.8814 0.5594
C -1.6366 0.0295 -0.5731
N 1.3190 0.3592 0.8854
O 2.1751 1.5411 -0.7867
O 0.6628 2.4170 0.5841
O 0.3241 0.2576 1.9170
H -2.5867 -0.1553 1.2669
H -1.8076 -1.7864 0.5039
H -0.5005 -0.0350 1.4430
H -1.5405 -0.2382 -2.7743
H -0.7271 -1.4546 -1.7418
H -0.0249 -0.0216 -2.0168
H 1.1220 -1.6074 0.0214
H 2.6717 -0.7669 -0.1022
H 2.2566 -1.3511 1.4179
H -1.9596 1.1057 -0.6500
H -0.0082 2.2128 1.3319
*
```

Summary:
frontier orbital gap	10.298	eV
structure (SMILES)	CN(O)C(=O)O.C=CC
LUMO level	0.67	eV



Model x:
DFT (wB97M-V/def2-TZVPD) results for one molecule with the formula C5H11NO3.

ORCA input file:
```
! RIJCOSX wB97M-V def2-TZVPD def2/J DEFGRID3
* xyz 0 1
C 0.1652 -0.0074 0.0249
C -1.0039 0.4045 0.9526
C 0.8778 -1.2361 0.6078
C -0.5912 1.2483 2.1539
N -0.3439 -0.2355 -1.3148
C 0.4663 -0.5826 -2.3517
O 1.0706 1.0734 -0.0842
O -0.2205 -0.6386 -3.5024
O 1.6677 -0.7765 -2.2869
H 1.7950 0.7496 -0.6548
H -1.1772 -0.5793 -3.3491
H -1.1485 0.3180 -1.5577
H -1.7385 0.9971 0.3918
H -1.5413 -0.4896 1.2944
H 1.7897 -1.4873 0.0573
H 1.1973 -1.0560 1.6397
H 0.2249 -2.1160 0.5966
H 0.2030 0.7733 2.7356
H -0.2426 2.2358 1.8326
H -1.4501 1.4049 2.8144
*
```

Summary:
frontier orbital gap	10.669	eV
structure (SMILES)	CC[C@](C)(O)NC(=O)O
LUMO level	0.40	eV



Model y:
DFT (wB97M-V/def2-TZVPD) results for a 2-piece molecular cluster, C5H11NO3 overall.

ORCA input file:
```
! RIJCOSX wB97M-V def2-TZVPD def2/J DEFGRID3
* xyz 0 1
C -0.7815 2.7340 -1.1937
C -0.1634 1.7331 -0.3631
C 1.4209 1.3307 1.4879
C -0.5330 -2.4189 -0.0515
C -0.7500 -3.6663 -0.7443
H -0.3904 3.7280 -0.8801
H -1.8327 2.4611 -0.8512
H -0.7282 2.3912 -2.2386
H 0.9522 3.1704 0.6173
H 0.8139 0.4101 1.5095
H 2.5327 1.0701 1.3373
H 1.2680 2.0292 2.3833
H 0.8622 -1.7564 1.0741
H -1.7230 -3.5692 -1.2451
H 0.1378 -3.9371 -1.2955
H -0.8944 -4.4761 0.0386
N 0.9208 2.0953 0.4279
O -0.5830 0.5591 -0.4973
O -1.2963 -1.4725 0.1365
O 0.7676 -2.4159 0.3481
*
```

Summary:
frontier orbital gap	9.826	eV
structure (SMILES)	CNC(C)=O.CC(=O)O
LUMO level	0.75	eV



Model z:
DFT (wB97M-V/def2-TZVPD) results for one molecule with the formula C5H11NO3.

ORCA input file:
```
! RIJCOSX wB97M-V def2-TZVPD def2/J DEFGRID3
* xyz 0 1
C 1.1308 1.9950 0.8231
C 0.8698 0.5075 0.6092
O 2.3012 -0.1495 -1.1699
N 2.0271 -0.1383 0.1586
H 1.4906 -0.4060 -1.6582
H 0.5542 0.0465 1.5595
H 1.2344 2.4880 -0.1472
H 2.0681 2.1463 1.3605
H 0.2927 2.4403 1.3604
C -0.9842 -2.2730 0.3319
C -0.6941 0.1747 -0.3938
C -0.7961 -1.2190 -0.6913
O -0.5951 0.8931 -1.6062
O -1.7143 0.7256 0.4220
H -0.7800 1.8194 -1.3956
H -2.4922 0.1545 0.3459
H -0.7824 -1.5057 -1.7377
H -2.0498 -2.4804 0.5097
H -0.5224 -3.2097 0.0106
H -0.5580 -2.0092 1.3085
*
```

Summary:
frontier orbital gap (spin up / spin down)	8.328 / 8.212	eV
LUMO level (spin up / spin down)	0.34 / -0.39	eV



Name the most stable of them. model x.



Model w:
DFT (wB97M-V/def2-TZVPD) results for one molecule with the formula C2H2N4O.

ORCA input file:
```
! RIJCOSX wB97M-V def2-TZVPD def2/J DEFGRID3
* xyz 0 1
C -0.8705 -0.2638 -0.0416
C 1.0917 0.8685 0.0096
H -2.5793 0.4933 -0.0821
H 1.7495 1.7056 0.1135
N -2.1097 -0.4434 -0.0270
N -0.1641 0.9594 0.0270
N 1.8111 -0.3824 -0.0494
N 1.2166 -1.4671 -0.0394
O -0.1453 -1.4701 0.0894
*
```

Summary:
frontier orbital gap	9.465	eV
structure (SMILES)	[H]/N=c1\ncnno1
LUMO level	-1.14	eV



Model x:
DFT (wB97M-V/def2-TZVPD) results for C2H2N4O as an isolated structure.

ORCA input file:
```
! RIJCOSX wB97M-V def2-TZVPD def2/J DEFGRID3
* xyz 0 1
C -0.2251 -0.6558 -0.8146
C 0.3187 1.4450 -0.0038
H -0.7224 -1.3634 -2.5330
H 0.2211 2.6280 -0.2187
N -0.7323 -1.6034 -1.4510
N 0.0937 0.6541 -1.0415
N 0.3253 -0.4229 1.5522
N 0.0075 -0.9737 0.6487
O 0.2600 1.3027 1.2128
*
```

Summary:
frontier orbital gap	9.854	eV
LUMO level	-0.19	eV



Model y:
DFT (wB97M-V/def2-TZVPD) results for one molecule with the formula C2H2N4O.

ORCA input file:
```
! RIJCOSX wB97M-V def2-TZVPD def2/J DEFGRID3
* xyz 0 1
C 2.5058 0.8320 0.1432
C -0.9048 -0.3254 -0.2904
N 3.5345 1.3268 -0.0903
N -0.1327 -1.1968 0.0470
N 1.3585 0.3348 0.2901
N -2.1594 0.0101 -0.0893
O 1.1640 -0.9945 -0.0097
H -2.8032 0.2734 -0.8716
H -2.5628 -0.2603 0.8711
*
```

Summary:
frontier orbital gap (spin up / spin down)	8.280 / 6.431	eV
LUMO level (spin up / spin down)	-1.01 / -1.75	eV



Name the most stable of them. model w.



Model w:
DFT (wB97M-V/def2-TZVPD) results for one molecule with the formula C4H7N3O.

ORCA input file:
```
! RIJCOSX wB97M-V def2-TZVPD def2/J DEFGRID3
* xyz 0 1
C 0.6602 -1.4068 0.7512
C -0.1553 0.8205 -0.0306
C 0.4406 1.7371 0.9285
C -0.7973 -1.0841 -1.1922
H 0.5340 -1.2519 1.6961
H 1.6183 -1.2145 0.7803
H 0.6664 -2.2326 0.4583
H 0.3680 2.6263 0.8773
H 1.5018 1.3257 0.8391
H 0.0566 1.6288 2.1070
H -1.9096 0.4588 -2.6386
N -0.0036 -0.5900 -0.1532
N -0.8397 1.2369 -1.0820
N -1.3256 0.0814 -1.7565
O -0.8147 -2.1356 -1.5846
*
```

Summary:
frontier orbital gap	9.231	eV
structure (SMILES)	Cc1n[nH]c(=O)n1C
LUMO level	0.80	eV



Model x:
DFT (wB97M-V/def2-TZVPD) results for C4H7N3O as an isolated structure.

ORCA input file:
```
! RIJCOSX wB97M-V def2-TZVPD def2/J DEFGRID3
* xyz 0 1
C 0.8359 -1.4214 -0.7308
C 0.7624 -0.0824 0.0562
C -0.8446 1.2223 1.1489
C -0.1164 1.5599 2.4495
H -1.3453 -0.7983 -2.9466
H -1.4422 0.2420 -1.2544
H 1.4448 -2.3971 -0.5466
H -1.1752 -0.6858 0.5448
H -1.9545 1.0821 1.4071
H 0.9603 2.0237 2.7552
H -0.7399 2.0048 3.1985
N -1.2894 -0.8507 -1.8784
N -0.0750 -1.6537 -1.6254
N -0.5418 0.3882 0.1755
O 1.7215 0.7090 0.3246
*
```

Summary:
frontier orbital gap	8.661	eV
LUMO level	-0.41	eV



Name the most stable of them. model w.



Model w:
DFT (wB97M-V/def2-TZVPD) results for one molecule with the formula C4H7N3O.

ORCA input file:
```
! RIJCOSX wB97M-V def2-TZVPD def2/J DEFGRID3
* xyz 0 1
C -2.7261 -0.2912 0.1038
C 0.3874 1.2464 -0.2019
C 2.3554 -0.3047 0.2509
C 1.1843 -1.2615 -0.1303
H -3.1537 0.6618 0.3868
H -3.4434 -1.1352 -0.0291
H -1.5067 1.8291 -0.0895
H 2.4611 -0.0778 1.2861
H 3.2342 -0.4268 -0.3765
H 1.2140 -1.8930 -0.9847
H 0.4879 -1.5825 0.6321
N -1.4863 -0.3161 -0.2030
N -0.9280 0.9743 -0.1610
N 1.1920 0.1585 -0.4694
O 0.7278 2.4187 -0.0143
*
```

Summary:
frontier orbital gap	10.297	eV
structure (SMILES)	C=NNC(=O)N1CC1
LUMO level	0.89	eV



Model x:
DFT (wB97M-V/def2-TZVPD) results for one molecule with the formula C4H7N3O.

ORCA input file:
```
! RIJCOSX wB97M-V def2-TZVPD def2/J DEFGRID3
* xyz 0 1
C 2.9775 0.0291 0.0360
C -0.5863 0.3329 -0.1205
C -1.6590 1.1904 -0.1031
C -1.0510 -1.0654 0.0396
H 3.5535 -0.6303 -0.6908
H 3.1581 1.0872 0.0281
H 3.2414 -0.4797 1.0943
H -1.6917 2.2577 0.1812
H -3.4978 0.6370 -0.6137
H -0.6809 -1.8628 -0.6526
H -0.7316 -1.3436 1.0778
N 1.4856 -0.3413 -0.2848
N 0.7844 0.6843 -0.0172
N -2.8565 0.4227 0.1032
O -2.4454 -0.9180 -0.0775
*
```

Summary:
frontier orbital gap	8.376	eV
structure (SMILES)	C/N=N/C1=CNOC1
LUMO level	0.15	eV



Name the most stable of them. model w.



Model w:
DFT (wB97M-V/def2-TZVPD) results for one molecule with the formula C4H7N3O.

ORCA input file:
```
! RIJCOSX wB97M-V def2-TZVPD def2/J DEFGRID3
* xyz 0 1
C 0.4306 0.5831 1.0580
C -1.6136 -0.1633 -0.4646
C -1.1753 -0.8414 -1.6985
C 0.2800 -0.7242 -1.0738
H 0.2237 2.1214 2.3309
H -1.2282 1.3590 1.8566
H 1.7811 0.4863 2.4096
H -2.1402 0.7556 -0.4975
H -2.0531 -0.8773 0.2540
H -0.9896 -0.2608 -2.5655
H -1.6295 -1.7773 -1.9517
N -0.2846 1.5964 1.6530
N 1.5061 0.1715 1.4937
N -0.2285 0.0179 0.0217
O 1.4443 -0.9291 -1.3677
*
```

Summary:
frontier orbital gap	9.961	eV
structure (SMILES)	[H]/N=C(\N)N1CCC1=O
LUMO level	0.68	eV



Model x:
DFT (wB97M-V/def2-TZVPD) results for one molecule with the formula C4H7N3O.

ORCA input file:
```
! RIJCOSX wB97M-V def2-TZVPD def2/J DEFGRID3
* xyz 0 1
C 1.7881 -1.3774 -0.7618
N 0.5758 -0.5975 -0.8850
C 0.1467 0.0283 0.1514
C -1.0950 0.7818 0.0566
N 0.7523 0.0368 1.4040
C -2.2455 0.4257 -0.7601
O -1.1980 1.8496 0.8691
N -1.8842 0.0761 -1.8994
H -2.1348 2.0404 1.0481
H 0.4121 0.7116 2.0704
H 1.7538 -0.0718 1.4185
H -3.2370 0.8425 -0.4751
H 1.7509 -2.0944 0.0692
H 2.6676 -0.7333 -0.6125
H 1.9473 -1.9184 -1.6933
*
```

Summary:
frontier orbital gap (spin up / spin down)	8.470 / 7.570	eV
LUMO level (spin up / spin down)	-0.26 / 0.02	eV



Model y:
DFT (wB97M-V/def2-TZVPD) results for one molecule with the formula C4H7N3O.

ORCA input file:
```
! RIJCOSX wB97M-V def2-TZVPD def2/J DEFGRID3
* xyz 0 1
C 0.5849 0.4441 0.1005
C 2.0916 0.4289 -0.0148
C -2.0918 -0.5342 -0.7529
C -1.4815 -0.1624 0.6697
N 2.4859 -1.3520 1.4824
N 2.6281 1.3340 -0.7425
N -0.1219 -0.4831 0.5799
O 2.8115 -0.5231 0.5981
H 0.0505 1.3999 -0.2511
H -3.2664 -0.6091 -0.8031
H -1.8696 0.1394 -1.5807
H -1.7520 -1.5820 -0.7859
H -2.1166 -0.6921 1.3168
H -1.5646 0.9281 0.9155
H 3.6122 1.2636 -0.7318
*
```

Summary:
frontier orbital gap (spin up / spin down)	8.663 / 8.571	eV
LUMO level (spin up / spin down)	-0.29 / -0.54	eV



Name the most stable of them. model w.